Entry 1:
C20H18AgIN6O2 as an isolated structure. Source: the Open Molecules 2025 dataset; level of theory: ωB97M-V with the def2-TZVPD basis set.

XYZ file:
```
48
C20H18AgIN6O2 | the Open Molecules 2025 dataset | ωB97M-V with the def2-TZVPD basis set
C 4.2418 -1.3636 1.3832
O 0.8100 0.7676 1.1944
C 2.7323 0.0766 2.3510
H 2.7361 -3.4021 -0.3895
C -5.5979 2.8586 0.4053
C -2.8957 1.5728 2.4555
H -6.6018 3.2515 0.3217
I -1.7247 1.2710 -3.0481
H 5.1732 -1.8746 1.5397
C 4.1527 -2.2011 -0.9275
C 3.5539 -1.3674 0.1778
H 3.0880 0.6433 4.3773
C -0.8876 -0.6925 -5.0690
N -2.8100 2.1256 3.6838
C -0.7599 -0.4075 -3.6943
C -1.3211 0.5249 3.4404
C 2.3059 -0.6917 0.0985
H 4.2714 -1.6617 -1.9006
H 5.0925 -2.6718 -0.6113
H -0.3009 -2.0626 -6.6266
C -3.8298 2.0444 1.3938
H 1.4144 1.1388 3.7187
C -1.7799 1.4578 4.3298
H -0.5227 -0.1712 3.5601
H -4.8755 2.4116 -1.5965
C 2.4873 0.9693 3.5411
N 3.8447 -0.6388 2.4224
N -2.0533 0.6471 2.2620
H -1.5516 -0.0845 -5.7069
H 2.2545 -0.9163 -2.0122
C 0.1303 -1.0811 -2.8523
H -1.4775 1.5728 5.3224
O 3.1956 -3.1984 -1.2386
C -4.7531 2.3996 -0.5120
N -3.6188 1.9220 0.1198
H -5.4617 2.7286 2.5255
H 1.2771 -3.2667 -5.2315
N -5.0296 2.6162 1.6356
H 2.8526 1.9959 3.3351
N 0.3320 -0.7771 -1.4560
H -3.1852 3.0389 3.9247
C 1.8496 0.0425 1.2251
C 0.8467 -2.1357 -3.4782
Ag -1.1502 0.3750 0.0378
C -0.1745 -1.7258 -5.6074
H 1.4056 -2.8293 -2.8373
C 0.7104 -2.4449 -4.8136
C 1.6039 -0.7859 -1.1734
```

Output
- Kohn-Sham gap: 6.970 eV
- Energy relative to the best compared isomer or geometry (same formula, charge and spin): 0.000 eV
- Largest force on an atom: 3.04 eV/Å
- E_HOMO: -6.86 eV
- Total charge: 0



Entry 2:
C3H8CsO3S as an isolated structure. Source: the Open Molecules 2025 dataset; level of theory: ωB97M-V with the def2-TZVPD basis set.

XYZ file:
```
16
C3H8CsO3S | the Open Molecules 2025 dataset | ωB97M-V with the def2-TZVPD basis set
C -1.1344 -1.6326 -0.2022
O 1.4428 -2.3699 0.2563
H 0.8144 -0.0219 1.4651
H -1.5808 -2.5981 -0.4400
S 0.6445 -1.7280 -0.7693
O 0.7622 -2.0918 -2.2007
Cs -3.0645 2.8108 -0.8614
H -1.0468 -1.4838 0.8741
H 0.9355 2.6042 0.0911
H -0.5106 1.8356 -0.2379
C 0.2481 1.8889 0.5428
O 0.9819 -0.1090 -0.7167
C 1.0538 0.5468 0.5665
H -1.6170 -0.7604 -0.6431
H 2.0916 0.8223 0.7541
H -0.0205 2.2870 1.5213
```

Output
- 2S+1: 2
- Expectation value of S²: 0.750
- Kohn-Sham gap (spin up / spin down): 3.718 / 11.405 eV
- Largest force on an atom: 3.60 eV/Å
- E_HOMO (spin up / spin down): -3.78 / -11.45 eV
- Total charge: 0



Entry 3:
One molecule with the formula C3H4N4O. Source: the Open Molecules 2025 dataset; level of theory: ωB97M-V with the def2-TZVPD basis set.

XYZ file:
```
12
C3H4N4O | the Open Molecules 2025 dataset | ωB97M-V with the def2-TZVPD basis set
H -1.2059 -1.8969 0.7295
N -0.8547 -1.2626 0.0270
N 0.5850 -1.4894 -0.0455
C -1.2644 0.0712 -0.1860
H 0.7364 -2.4043 -0.6952
H 2.6977 1.0664 0.1362
O 0.2950 1.8851 -0.0690
H -2.5655 1.3874 0.5065
N -2.5368 0.2976 0.1115
C 1.2532 -0.2380 -0.0557
N 2.4253 0.0799 0.2318
C 0.1188 0.7316 -0.1580
```

Output
- Kohn-Sham gap: 8.109 eV
- Energy relative to the best compared isomer or geometry (same formula, charge and spin): 3.893 eV
- Largest force on an atom: 5.19 eV/Å
- SMILES string: [H]/N=C1/NN/C(=N/[H])C1=O
- E_HOMO: -9.11 eV
- Total charge: 0



Entry 4:
A 4-piece molecular cluster, C2H11O4 overall. Source: the Open Molecules 2025 dataset; level of theory: ωB97M-V with the def2-TZVPD basis set.

XYZ file:
```
17
C2H11O4 | the Open Molecules 2025 dataset | ωB97M-V with the def2-TZVPD basis set
C 0.0690 2.1218 -0.3078
H 1.9392 -1.6805 0.4779
H -1.2136 -1.0119 -2.4684
O -0.4335 -0.3464 0.1695
H -1.2114 1.1958 1.1060
H -0.7988 0.0109 -1.3525
O 1.8963 -1.3460 -0.3686
C -0.2587 0.8353 0.6910
H 0.8863 -0.9866 -0.2415
O -0.8183 -0.1852 -2.4190
H -0.6016 2.9547 0.0611
H 1.0936 2.2587 -0.3184
H -0.2492 1.6256 -1.3244
H 0.6010 0.7582 1.4018
H -0.5416 -2.7999 1.7106
O -0.1163 -2.0481 2.0057
H -0.2423 -1.3563 1.1771
```

Output
- Kohn-Sham gap: 8.879 eV
- Energy relative to the best compared isomer or geometry (same formula, charge and spin): 1.619 eV
- Largest force on an atom: 4.90 eV/Å
- E_HOMO: -4.74 eV
- Total charge: -1



Entry 5:
C6H5LuO6 as an isolated structure. Source: the Open Molecules 2025 dataset; level of theory: ωB97M-V with the def2-TZVPD basis set.

XYZ file:
```
18
C6H5LuO6 | the Open Molecules 2025 dataset | ωB97M-V with the def2-TZVPD basis set
O 0.6858 5.7197 -1.1950
O -2.7422 -1.7219 -2.0020
C 1.5350 0.0853 2.8442
H -1.4382 1.7996 1.4911
H 1.6287 0.0143 3.9539
C -2.1304 -1.2021 -1.1610
C 0.6125 4.5716 -1.2413
H -0.3817 0.0321 3.1938
C -0.0631 -2.2114 -0.2239
O 0.0050 -3.4069 -0.3678
Lu -0.7997 0.4566 0.3931
O 2.1021 -0.8751 -0.1591
C 0.5035 -0.7505 -2.1344
O 0.1549 0.0425 2.3742
H 2.0133 1.0167 2.4972
H 2.0273 -0.7664 2.3632
C 1.0640 -1.2010 -0.8378
O 0.3946 0.0045 -3.0378
```

Output
- Kohn-Sham gap (spin up / spin down): 6.750 / 6.923 eV
- Energy relative to the best compared isomer or geometry (same formula, charge and spin): 4.500 eV
- Largest force on an atom: 5.96 eV/Å
- E_HOMO (spin up / spin down): -17.84 / -17.86 eV
- Total charge: +2



Entry 6:
One molecule with the formula C3H6OS2. Source: the Open Molecules 2025 dataset; level of theory: ωB97M-V with the def2-TZVPD basis set.

XYZ file:
```
12
C3H6OS2 | the Open Molecules 2025 dataset | ωB97M-V with the def2-TZVPD basis set
C 1.1938 0.8353 -0.1134
H -0.0475 -1.5562 1.1976
C -0.0380 -1.6306 0.0797
S 1.5252 -0.9326 -0.5792
C -1.1818 0.8088 -0.0938
S -1.5957 -0.8535 -0.5895
O 0.0210 1.3677 -0.7034
H -1.9896 1.4108 -0.4159
H 2.0217 1.4557 -0.5529
H -0.0184 -2.6892 -0.1873
H 1.2509 0.9084 0.9703
H -1.1418 0.8753 0.9878
```

Output
- Kohn-Sham gap: 9.774 eV
- Energy relative to the best compared isomer or geometry (same formula, charge and spin): 1.009 eV
- Largest force on an atom: 1.84 eV/Å
- SMILES string: C1OCSCS1
- E_HOMO: -8.98 eV
- Total charge: 0



Entry 7:
A 2-piece molecular cluster, C24H40F6O3PS overall. Source: the Open Molecules 2025 dataset; level of theory: ωB97M-V with the def2-TZVPD basis set.

XYZ file:
```
75
C24H40F6O3PS | the Open Molecules 2025 dataset | ωB97M-V with the def2-TZVPD basis set
C 2.1584 3.5646 0.0659
H 1.4311 -1.6851 -1.1370
H -0.7892 -5.9218 0.6547
C 2.6679 -1.2947 -2.8508
H -3.7317 -4.2639 -0.6661
H -4.8127 -0.3767 1.3040
H -4.9780 -2.4630 3.4614
H 5.6205 5.3045 0.1898
O 0.9083 -3.9550 -1.3330
C -4.7346 0.3743 3.3278
H 3.5454 0.7150 -0.7835
H -6.1845 -0.8367 2.2869
P 1.2971 9.3964 -0.7386
C 2.8476 0.4841 0.0170
H -5.4553 -3.4327 1.3341
F 2.4404 10.0938 0.2285
C -3.0219 -4.6143 0.0749
H 1.2035 3.0636 0.0418
F 1.4217 10.7903 -1.6194
C 3.0930 1.5048 1.0960
H -4.6560 2.5169 3.0507
H 3.6578 6.4772 -0.7849
H 2.2507 -1.3414 1.0274
H 3.0927 -1.9720 -3.5856
C 2.2996 4.8591 -0.4265
C -5.4035 1.7346 3.0961
H 5.3514 2.9884 1.0894
C -1.5922 -4.1969 -0.3270
H 1.4201 -5.8364 -0.7592
C -4.4672 -2.9903 1.4278
H -0.8781 -6.0190 -1.1346
H -3.4098 -1.8316 2.9051
H -3.0634 -5.6992 0.0962
H -3.8311 -4.9572 2.0383
C -3.4272 -4.1146 1.4839
H -4.2622 -2.4075 0.5333
S 1.5531 -4.5691 1.2303
H -1.2367 -3.4050 0.3270
C 2.2200 -3.5413 -1.7181
F -0.0106 8.3768 -0.7808
C -0.6448 -5.3902 -0.2772
F 2.0966 8.0383 -0.2012
O 3.1291 1.2037 2.2539
C 3.0996 -0.9368 0.4783
H 0.6346 -2.6011 -3.8240
H -0.5977 -1.3760 -3.5281
H -5.9686 1.7515 2.1710
C 4.6590 4.8180 0.1597
H 1.7418 0.0910 -4.1842
H 3.9478 -0.9678 1.1503
C 3.5526 5.4816 -0.3949
C 3.2749 2.8989 0.6105
F 0.2280 10.2682 0.1752
C 2.3894 -2.0241 -1.5260
H -1.6028 -3.7931 -1.3310
C -4.4382 -2.0386 2.6184
H 2.9907 -4.0477 -1.1441
H -6.0800 1.9683 3.9100
H 0.9705 0.0083 -2.6323
C -5.1051 -0.6870 2.3055
C 0.8281 -4.9969 -0.3958
C 1.4306 -0.5990 -3.4050
F 1.6170 8.7591 -2.2365
H -3.6519 0.4601 3.3298
C 4.5219 3.5261 0.6596
H 2.3408 -3.8187 -2.7620
O 3.4320 -1.8130 -0.5908
H 0.8878 -3.4293 1.4482
H -2.5399 -3.7735 2.0092
C 0.3707 -1.5621 -3.9809
H 1.8435 0.6368 -0.3716
H -5.0062 -0.0129 4.3082
H 3.4182 -0.5331 -2.6629
H 1.4460 5.3723 -0.8358
H 0.2495 -1.4001 -5.0467
```

Output
- Kohn-Sham gap: 8.963 eV
- Largest force on an atom: 1.21 eV/Å
- E_HOMO: -7.06 eV
- Total charge: -1



Entry 8:
A 2-piece molecular cluster, C23H26N2O7S overall. Source: the Open Molecules 2025 dataset; level of theory: ωB97M-V with the def2-TZVPD basis set.

XYZ file:
```
59
C23H26N2O7S | the Open Molecules 2025 dataset | ωB97M-V with the def2-TZVPD basis set
C -1.9518 2.3285 4.7138
O -2.8410 0.1733 1.7522
H -3.1981 4.0955 4.8465
H 1.2239 -3.9630 -4.1026
H -0.0076 1.1909 7.2947
C -3.0334 3.3080 -0.2058
C 0.4304 -2.0157 -4.5389
C 3.9582 -3.0148 -3.7824
C 0.8229 -3.1174 -3.5429
H -3.3801 -0.5138 -0.6577
O -0.9259 3.1955 8.6832
H 4.9376 -3.5764 0.2592
C 5.1165 -2.3099 -4.4470
C -3.3390 2.7762 -1.4531
H 1.3190 -1.5413 -4.9547
C -2.3278 1.9744 3.3230
H 4.3310 -2.2949 -0.7999
C -2.4954 3.4499 5.3660
C 1.9676 -3.7323 -1.3199
C -1.2615 2.9246 7.3883
H 1.0864 0.1730 -2.5338
O 0.9554 -4.3133 -0.9465
C -3.2834 0.5588 -0.5373
C -2.8538 2.4614 0.8993
H -1.3789 3.9990 8.9825
H -0.5837 0.6577 4.9598
C -2.9898 1.0741 0.7265
C -0.7079 1.8175 6.7522
H 1.4328 -1.8228 -1.9741
C 1.8543 -2.6921 -2.4721
H 5.6316 -1.6851 -3.7202
H -0.1229 1.3924 -2.9633
O -3.7223 0.8978 -2.8642
H 4.7388 -1.6999 -5.2657
H 1.0634 0.8662 -4.1747
C -3.4561 1.4043 -1.6271
C 0.4495 0.5412 -3.3346
N 3.0924 -3.9995 -0.6393
H -2.6813 4.8236 0.8655
C 4.4144 -3.3749 -0.6767
H 5.0023 -3.8035 -1.4902
C -1.0467 1.5202 5.4288
O -2.3814 4.1637 2.4217
H 3.2768 -1.2468 -3.1347
H 5.8063 -3.0570 -4.8387
C -2.5230 2.9538 2.2394
S -0.7001 -0.7502 -3.8834
C -2.5121 0.6423 3.0040
O -2.9023 4.6562 -0.0817
N 3.0919 -2.2352 -3.1324
H 2.9701 -4.7434 0.0311
O 3.8582 -4.2304 -3.8567
C -2.1536 3.7432 6.6934
H -0.0935 -3.4551 -3.0578
H -2.4051 -0.1000 3.7892
H -3.4772 3.4412 -2.2978
H -2.5919 4.6108 7.1738
H -0.0888 -2.5051 -5.3634
H -3.4139 -0.0212 -2.9230
```

Output
- Kohn-Sham gap: 8.427 eV
- Energy relative to the best compared isomer or geometry (same formula, charge and spin): 0.193 eV
- Largest force on an atom: 2.19 eV/Å
- SMILES string: O=c1c(-c2ccc(O)cc2)coc2cc(O)cc(O)c12.CNC(=O)[C@H](CCSC)NC(C)=O
- E_HOMO: -8.25 eV
- Total charge: 0



| no. | energy (Ha) |
| --- | --- |
| 1 | -1696.5964 |
| 2 | -763.0314 |
| 3 | -410.8602 |
| 4 | -383.7464 |
| 5 | -1917.6723 |
| 6 | -989.4915 |
| 7 | -2503.1382 |
| 8 | -1926.4596 |